DFT (ωB97M-V with the def2-TZVPD basis set) results for 7 unconnected molecules or ions with the total composition CH15O7 in a non-equilibrium geometry.

Each line ends with the natural charge from an NBO analysis.
Geometry (Å):
C (0.95, 1.64, -1.47)  -0.262
O (-0.19, 2.05, -0.77)  -0.769
H (1.15, 0.49, -1.49)  0.188
H (0.99, 2.02, -2.52)  0.153
H (1.83, 2.11, -0.99)  0.168
H (-1.24, 0.74, 1.50)  0.493
H (-0.14, -0.14, 1.92)  0.488
O (-0.53, 0.73, 2.18)  -0.986
H (-0.35, -2.88, 2.73)  0.444
H (0.22, -2.50, 1.32)  0.506
O (0.46, -2.93, 2.21)  -1.020
H (0.51, -2.06, -1.68)  0.511
H (0.07, -3.18, -2.60)  0.448
O (0.60, -2.37, -2.64)  -1.018
H (0.88, -1.23, 0.14)  0.434
H (-1.09, -0.62, -0.23)  0.525
O (0.10, -1.78, -0.09)  -1.223
H (0.48, 2.90, 0.64)  0.483
H (-0.08, 2.59, 1.99)  0.487
O (0.50, 3.25, 1.55)  -1.001
H (-0.84, 1.32, -0.75)  0.504
H (-2.40, -0.13, -0.87)  0.473
O (-1.89, -0.01, -0.07)  -1.026

## Properties
- Frontier orbital gap: 9.45 eV
- Charge: -1
- HOMO: -0.224 hartree
- Multiplicity: 1
- Energy above the lowest of the compared OMol25 structures with the same formula, charge and spin: 82.17 kJ/mol